Entry 1:
# C22H14CrF2IN3O2

A structure of composition C22H14CrF2IN3O2 (ωB97M-V/def2-TZVPD, the Open Molecules 2025 dataset).

Each line ends with the Löwdin charge.
Element x y z (Å)
Cr 0.2949 -0.2484 0.5213  0.77
F -2.6116 -4.8278 0.8089  0.09
C -2.5841 -3.4948 0.7000  -0.26
C -1.3560 -2.8529 0.6914  -0.05
C -1.3232 -1.4710 0.5745  -0.14
C -2.5358 -0.7509 0.5196  -0.11
C -3.7290 -1.4568 0.5159  -0.20
F -4.8996 -0.7943 0.4348  0.08
C -3.7855 -2.8288 0.5926  0.09
C -2.4246 0.7138 0.6056  -0.16
C -3.4538 1.6511 0.6629  0.03
C -3.1489 2.9867 0.8423  -0.01
C -1.8262 3.3973 0.9694  -0.03
C -0.8530 2.4347 0.8897  -0.09
N -1.1482 1.1400 0.6951  -0.02
H -0.4690 -3.4579 0.8037  0.07
H -4.7313 -3.3521 0.5920  0.14
H -4.4775 1.3251 0.5827  0.12
H -3.9486 3.7149 0.8950  0.12
H -1.5565 4.4306 1.1330  0.12
H 0.1984 2.6810 0.9856  0.13
O 1.9541 -0.3034 4.1408  0.14
C 1.7364 -0.2267 2.9662  -0.54
O 0.5646 -0.3830 2.3790  -0.14
C 2.8455 0.0935 1.9839  -0.17
C 4.1684 0.1516 2.3747  0.04
C 5.1295 0.4284 1.4174  -0.01
C 4.7343 0.6436 0.1031  -0.03
C 3.3934 0.5659 -0.2033  -0.14
N 2.4613 0.2937 0.7170  0.02
H 4.4043 -0.0211 3.4163  0.14
H 6.1769 0.4719 1.6867  0.12
H 5.4520 0.8659 -0.6741  0.12
H 3.0435 0.7286 -1.2160  0.11
I 1.7698 -2.6103 -1.0685  1.19
C 0.9047 -1.1128 -2.2207  -0.72
C 0.9813 -1.1736 -3.5989  -0.10
C 0.3965 -0.1517 -4.3255  -0.02
C -0.2339 0.8845 -3.6572  -0.02
C -0.2671 0.8615 -2.2797  -0.08
N 0.2938 -0.1256 -1.5603  -0.08
H 1.4830 -2.0016 -4.0795  0.11
H 0.4362 -0.1665 -5.4074  0.13
H -0.7002 1.7026 -4.1879  0.12
H -0.7591 1.6451 -1.7224  0.12

The relative energy (zero: lowest compared OMol25 entry of this formula, charge and spin) comes out at 0.0 kcal/mol. The expectation value of S² is 3.805. Its spin multiplicity is 4. As for the total energy: -73559.896 eV. For the frontier orbital gap (alpha / beta), the calculation gives 0.2951 / 0.2913 hartree. The highest occupied orbital energy (alpha / beta) is -11.55 / -11.57 eV. As for the charge: +1. The LUMO energy (alpha / beta) comes out at -3.522 / -3.641 eV.

***

Entry 2:
# C22H14F5N2OPtS2Se

A structure of composition C22H14F5N2OPtS2Se (ωB97M-V/def2-TZVPD, the Open Molecules 2025 dataset).

Each line ends with the Löwdin charge.
Element x y z (Å)
Pt -0.3873 0.3834 -1.5265  0.76
C -0.9122 3.9797 0.9238  -0.01
C -0.7492 3.1704 -0.3274  -0.24
N -1.2954 1.9879 -0.4133  -0.12
N -2.1105 1.6128 0.6146  -0.07
C -2.5244 0.3794 0.5527  -1.00
S -2.1106 -0.7897 -0.6869  0.63
S -3.5857 -0.0734 1.8416  0.98
C -3.5383 -1.8910 1.8356  -0.43
C -2.1751 -2.5033 2.0431  -0.33
C -1.3223 -2.0497 3.0453  -0.05
C -0.0953 -2.6607 3.2529  -0.07
C 0.2889 -3.7399 2.4668  -0.09
C -0.5567 -4.1973 1.4665  -0.08
C -1.7788 -3.5749 1.2512  -0.07
C -0.0783 3.7463 -1.4955  -0.06
C 0.3565 5.0706 -1.4151  -0.01
C 0.8049 5.7806 -2.5144  0.00
C 0.8070 5.2020 -3.8039  -0.03
C 0.3948 3.9206 -3.9572  0.04
C 0.0105 3.1154 -2.8220  -0.31
O -0.1992 1.8975 -3.0682  -0.12
H -1.1307 3.3213 1.7567  0.08
H -1.7436 4.6818 0.8310  0.11
H -0.0091 4.5447 1.1406  0.08
H -4.0215 -2.2803 0.9416  0.07
H -4.1934 -2.1184 2.6805  0.09
H -1.6213 -1.2158 3.6691  0.11
H 0.5530 -2.3089 4.0447  0.11
H 1.2329 -4.2366 2.6543  0.11
H -0.2790 -5.0548 0.8657  0.11
H -2.4390 -3.9397 0.4728  0.12
H 0.3099 5.5846 -0.4686  0.11
H 1.1276 6.8052 -2.3906  0.12
H 1.1350 5.7837 -4.6543  0.12
H 0.3909 3.4208 -4.9160  0.13
F 3.1928 -5.2862 0.1490  0.17
C 2.9308 -4.0177 -0.0925  -0.13
C 3.5600 -3.0291 0.6496  -0.14
F 4.4235 -3.3637 1.5963  0.16
C 3.2583 -1.7047 0.4057  -0.25
F 3.8594 -0.7761 1.1385  0.10
C 2.3273 -1.3338 -0.5674  -0.47
Se 1.9297 0.4882 -0.7738  0.93
C 1.7203 -2.3521 -1.3017  -0.25
F 0.8310 -2.0661 -2.2537  0.05
C 2.0083 -3.6799 -1.0740  -0.14
F 1.4031 -4.6328 -1.7672  0.15

The relative energy (zero: lowest compared OMol25 entry of this formula, charge and spin) comes out at 0.0 kcal/mol. The expectation value of S² is 6.079. Its spin multiplicity is 5. As for the total energy: -131909.540 eV. For the frontier orbital gap (alpha / beta), the calculation gives 0.2701 / 0.1846 hartree. The highest occupied orbital energy (alpha / beta) is -11.08 / -11.40 eV. As for the charge: +1. The LUMO energy (alpha / beta) comes out at -3.729 / -6.373 eV.

***

Entry 3:
# C22H14N12O3Sn

A structure of composition C22H14N12O3Sn (ωB97M-V/def2-TZVPD, the Open Molecules 2025 dataset).

Each line ends with the Löwdin charge.
Element x y z (Å)
Sn -1.5526 -0.9733 0.3145  1.35
C -3.7974 3.0209 -0.0604  -0.03
C -3.0538 1.9322 0.4246  -0.11
N -2.4876 1.0659 -0.3861  -0.04
C -2.6048 1.2088 -1.7323  -0.16
C -3.3487 2.2521 -2.3037  -0.15
C -3.9420 3.1716 -1.4108  0.01
C -3.4800 2.3258 -3.7147  -0.04
C -2.8945 1.3607 -4.4776  -0.03
C -2.1243 0.3171 -3.9133  -0.16
C -1.5929 -0.7829 -4.7079  -0.03
C -0.7777 -1.6805 -4.1664  -0.02
C -0.2955 -1.4678 -2.7620  -0.28
N -1.1950 -0.7223 -1.9112  -0.10
C -1.9341 0.2393 -2.5408  -0.21
H -4.2404 3.7160 0.6384  0.11
H -2.9032 1.7719 1.4851  0.10
H -4.5174 3.9964 -1.8146  0.12
H -4.0577 3.1255 -4.1584  0.11
H -3.0152 1.3777 -5.5551  0.12
H -1.8990 -0.8720 -5.7439  0.12
H -0.3765 -2.5196 -4.7183  0.10
H 0.7019 -1.0013 -2.7787  0.16
N 0.9761 -4.1871 0.8093  0.16
C 0.6401 -3.8619 -0.4868  -0.40
N 0.9244 -4.5781 -1.5898  0.10
N 0.5034 -3.8379 -2.6007  0.08
N -0.0291 -2.7676 -2.0869  -0.13
N 0.0246 -2.7368 -0.7736  0.02
C 1.2205 -3.1615 1.7136  -0.39
N 1.9099 -3.3268 2.8551  0.10
N 1.9477 -2.1307 3.4081  0.11
N 1.3019 -1.3288 2.6170  -0.06
N 0.8258 -1.9171 1.5297  0.10
H 1.4667 -5.0526 0.9643  0.15
O 0.4663 0.4701 3.8868  0.11
C 1.2198 0.1982 2.7799  -0.45
O 0.5075 0.6496 1.6800  -0.09
C 2.6092 0.7615 2.8280  -0.13
C 3.4148 0.6817 1.6983  -0.02
C 4.6953 1.2066 1.7335  -0.07
C 5.1712 1.8012 2.8971  -0.08
C 4.3643 1.8721 4.0214  -0.07
C 3.0770 1.3511 3.9898  0.00
H 3.0366 0.2160 0.7955  0.12
H 5.3254 1.1520 0.8556  0.10
H 6.1737 2.2081 2.9253  0.10
H 4.7348 2.3325 4.9278  0.11
H 2.4367 1.3996 4.8591  0.12
O -1.7814 0.5976 4.2264  0.09
C -0.8783 0.5481 3.4379  -0.58
N -0.8964 0.5783 2.0921  -0.05

The relative energy (zero: lowest compared OMol25 entry of this formula, charge and spin) comes out at 4.7 kcal/mol. As for the total energy: -52893.859 eV. For the frontier orbital gap, the calculation gives 0.2601 hartree. The highest occupied orbital energy is -7.76 eV. The LUMO energy comes out at -0.686 eV.